#i
ORCA calculation (ωB97M-V/def2-TZVPD) on 2 unconnected molecules or ions with the total composition C4H10N2O2.

The geometry in XYZ format:
```
18
C4H10N2O2, DFT ωB97M-V/def2-TZVPD
C -2.58 1.40 -1.38
C -1.30 1.76 -0.81
O -1.14 2.13 0.38
N -0.34 1.72 -1.79
H -2.47 0.54 -2.02
H -3.04 2.07 -2.08
H 0.33 2.40 -1.75
H -0.47 1.19 -2.64
H -3.27 0.94 -0.58
C 1.08 -3.14 1.32
C 1.39 -1.67 0.92
O 2.20 -1.44 -0.03
N 0.96 -0.52 1.59
H 1.88 -3.75 0.84
H 0.13 -3.60 0.83
H 1.45 0.20 1.19
H 0.19 -0.46 2.16
H 0.96 -3.52 2.31
```

Summary:
E_HOMO (spin up / spin down)	-13.1 / -13.1	eV
expectation value of S²	0.76
spin multiplicity	2
charge	+1
E_LUMO (spin up / spin down)	-0.1800 / -0.3470	hartree

***

#ii
ORCA calculation (ωB97M-V/def2-TZVPD) on 2 unconnected molecules or ions with the total composition C4H10N2O2.

The geometry in XYZ format:
```
18
C4H10N2O2, DFT ωB97M-V/def2-TZVPD
C 0.43 1.38 -1.35
C 0.29 1.78 0.10
N 1.33 2.47 0.59
O -0.64 1.41 0.83
H 1.42 1.00 -1.58
H 0.26 2.25 -1.99
H -0.32 0.63 -1.59
H 2.04 2.82 -0.03
H 1.31 2.85 1.52
C -1.59 -1.72 -0.60
N -1.06 -1.45 0.64
C 0.13 -2.17 1.09
O -1.29 -2.70 -1.24
H -2.29 -0.96 -0.97
H -1.18 -0.47 0.95
H -0.17 -3.22 1.06
H 0.33 -1.90 2.12
H 1.00 -2.00 0.45
```

Summary:
E_HOMO (spin up / spin down)	-14.3 / -14.2	eV
expectation value of S²	0.78
spin multiplicity	2
charge	+1
E_LUMO (spin up / spin down)	-0.1415 / -0.3325	hartree

***

Result of the stability comparison: #i is the least stable of them.

***

#i
ORCA calculation (ωB97M-V/def2-TZVPD) on 2 unconnected molecules or ions with the total composition C5H12N3O.

The geometry in XYZ format:
```
21
C5H12N3O, DFT ωB97M-V/def2-TZVPD
C -1.91 -1.03 0.96
C 0.50 0.08 -0.92
C 0.67 2.19 0.31
C -3.81 -0.24 -0.48
C 2.20 -1.87 -0.76
N 0.33 1.25 -0.68
N -2.63 -0.35 0.32
N 1.51 -0.81 0.00
O -0.96 -1.51 1.42
H 0.12 -0.49 -1.69
H -0.06 3.01 0.49
H 0.87 1.82 1.25
H 1.63 2.75 -0.05
H -4.58 -0.94 -0.20
H -4.07 0.82 -0.38
H -3.53 -0.38 -1.57
H 1.48 -2.54 -1.01
H 2.74 -1.46 -1.59
H 2.79 -2.31 0.11
H 2.16 -0.30 0.52
H 0.99 -1.36 0.69
```

Summary:
E_HOMO	-13.8	eV
spin multiplicity	1
charge	+1
E_LUMO	-0.1123	hartree

***

#ii
ORCA calculation (ωB97M-V/def2-TZVPD) on a gas-phase ion, C5H12N3O (charge +1).

The geometry in XYZ format:
```
21
C5H12N3O, DFT ωB97M-V/def2-TZVPD
C -2.70 0.04 -0.52
N -1.37 0.27 -0.06
N -1.02 -0.40 1.02
C 0.08 -0.93 1.16
N 1.05 -0.81 0.04
C 1.69 -2.02 -0.51
C 0.85 0.22 -0.80
O 0.89 1.54 -0.56
C 1.03 2.23 0.71
H -2.85 -1.02 -1.00
H -3.39 0.23 0.31
H -2.93 0.84 -1.23
H -1.33 1.20 0.15
H 0.35 -1.65 1.99
H 2.81 -1.73 -0.55
H 1.33 -2.92 0.08
H 1.38 -2.19 -1.50
H 1.03 -0.05 -1.79
H 0.06 2.06 1.26
H 1.12 3.22 0.46
H 1.92 1.86 1.34
```

Summary:
E_HOMO	-13.3	eV
spin multiplicity	1
charge	+1
structure (SMILES)	CN/N=C\[N+](C)=C/OC
E_LUMO	-0.1457	hartree

***

Result of the stability comparison: #ii is the least stable of them.

***

#i
ORCA calculation (ωB97M-V/def2-TZVPD) on 3 unconnected molecules or ions with the total composition C2H5NO3S.

The geometry in XYZ format:
```
12
C2H5NO3S, DFT ωB97M-V/def2-TZVPD
C 0.67 0.32 0.02
C -2.60 -0.43 0.48
N -3.13 -1.17 -0.46
O 0.54 -0.75 0.40
O 0.81 1.38 -0.38
O 3.95 0.30 0.09
S -2.67 1.28 0.18
H -3.12 -2.17 -0.34
H 4.48 1.08 -0.09
H -3.56 -0.82 -1.31
H 4.48 -0.28 0.64
H -2.07 1.61 1.32
```

Summary:
E_HOMO	-8.3	eV
spin multiplicity	1
charge	0
E_LUMO	0.0243	hartree

***

#ii
ORCA calculation (ωB97M-V/def2-TZVPD) on 2 unconnected molecules or ions with the total composition C2H5NO3S.

The geometry in XYZ format:
```
12
C2H5NO3S, DFT ωB97M-V/def2-TZVPD
C 1.55 -0.33 0.23
C -1.68 -0.17 0.05
N 1.47 0.58 1.14
O 1.43 0.02 -1.11
O 1.93 -1.56 0.55
O -1.57 1.15 0.10
S -3.03 -0.56 -0.92
H 1.72 0.19 2.06
H -0.83 1.46 0.62
H 1.59 -2.17 -0.15
H 1.33 0.90 -1.29
H -3.91 0.50 -1.28
```

Summary:
E_HOMO	-9.3	eV
spin multiplicity	1
charge	0
E_LUMO	0.0224	hartree

***

Result of the stability comparison: #ii is the least stable of them.

***

#i
ORCA calculation (ωB97M-V/def2-TZVPD) on 7 unconnected molecules or ions with the total composition C12H17Cl6N5.

The geometry in XYZ format:
```
40
C12H17Cl6N5, DFT ωB97M-V/def2-TZVPD
Cl 2.72 -0.46 -2.56
C 3.83 0.75 -2.05
Cl 3.54 1.31 -0.43
Cl 4.00 2.09 -3.17
H 4.82 0.31 -2.16
Cl -2.75 2.11 -3.63
C -1.73 2.40 -2.15
Cl -0.02 2.04 -2.56
Cl -2.32 1.52 -0.79
H -1.80 3.48 -1.99
C -0.24 -0.45 3.83
C 1.20 -0.92 3.87
N 2.30 -1.21 3.81
H -0.81 -1.25 3.39
H -0.24 0.43 3.20
H -0.59 -0.16 4.83
C 3.96 1.12 5.85
C 2.56 1.52 5.86
N 1.43 1.77 5.82
H 4.11 0.05 5.85
H 4.43 1.70 6.67
H 4.37 1.41 4.87
C -0.39 -1.14 -5.11
C -1.31 -1.34 -3.99
N -2.04 -1.47 -3.10
H -0.09 -0.08 -5.20
H -0.88 -1.41 -6.03
H 0.52 -1.70 -4.93
C -0.24 -1.10 -0.19
C 0.03 0.19 0.45
N 0.10 1.29 0.84
H -0.04 -0.98 -1.25
H -1.28 -1.34 -0.06
H 0.41 -1.90 0.22
C -4.88 -1.38 -1.73
C -4.13 -1.45 -0.54
N -3.46 -1.57 0.36
H -4.36 -0.65 -2.35
H -5.91 -1.15 -1.56
H -4.83 -2.36 -2.22
```

Summary:
E_HOMO	-10.6	eV
spin multiplicity	1
charge	0
structure (SMILES)	ClC(Cl)Cl.ClC(Cl)Cl.CC#N.CC#N.CC#N.CC#N.CC#N
E_LUMO	0.0127	hartree

***

#ii
ORCA calculation (ωB97M-V/def2-TZVPD) on 7 unconnected molecules or ions with the total composition C12H17Cl6N5.

The geometry in XYZ format:
```
40
C12H17Cl6N5, DFT ωB97M-V/def2-TZVPD
Cl -19.43 9.42 -3.51
C -19.02 11.12 -3.47
Cl -19.07 11.65 -1.84
Cl -19.93 12.10 -4.58
H -18.00 11.13 -3.80
Cl -14.58 7.50 -3.05
C -15.78 8.07 -4.19
Cl -17.06 6.84 -4.23
Cl -15.13 8.35 -5.79
H -16.16 9.00 -3.80
C -15.10 7.47 0.50
C -16.20 8.26 -0.14
N -17.08 8.87 -0.59
H -15.00 6.56 -0.06
H -15.36 7.24 1.54
H -14.22 8.10 0.42
C -11.06 7.41 -4.72
C -11.48 8.83 -4.76
N -11.69 9.97 -4.78
H -11.65 6.92 -5.51
H -11.13 6.82 -3.81
H -10.05 7.33 -5.10
C -12.31 9.39 -8.56
C -11.39 8.31 -8.15
N -10.69 7.46 -7.86
H -13.33 9.07 -8.75
H -11.84 9.78 -9.47
H -12.30 10.17 -7.81
C -16.19 3.48 -3.15
C -16.16 4.34 -2.00
N -16.23 4.93 -1.01
H -15.56 2.65 -2.91
H -15.81 4.05 -3.99
H -17.20 3.13 -3.36
C -13.45 12.61 -3.66
C -14.74 11.85 -3.85
N -15.72 11.28 -3.97
H -12.78 11.97 -3.10
H -13.75 13.54 -3.18
H -13.10 12.77 -4.67
```

Summary:
E_HOMO	-10.3	eV
spin multiplicity	1
charge	0
structure (SMILES)	ClC(Cl)Cl.ClC(Cl)Cl.CC#N.CC#N.CC#N.CC#N.CC#N
E_LUMO	0.0142	hartree

***

Result of the stability comparison: #i is the least stable of them.

***

#i
ORCA calculation (ωB97M-V/def2-TZVPD) on a single CH2FNO2 molecule.

The geometry in XYZ format:
```
7
CH2FNO2, DFT ωB97M-V/def2-TZVPD
O 1.31 -1.34 0.88
C 0.95 -0.57 0.02
N -0.34 -0.22 -0.24
O -0.69 1.40 -0.56
F -1.37 -0.57 0.66
H 1.78 -0.03 -0.53
H -1.64 1.33 -0.23
```

Summary:
E_HOMO	-10.8	eV
spin multiplicity	1
charge	0
structure (SMILES)	O=CN(O)F
E_LUMO	-0.0312	hartree

***

#ii
ORCA calculation (ωB97M-V/def2-TZVPD) on 2 unconnected molecules or ions with the total composition CH2FNO2.

The geometry in XYZ format:
```
7
CH2FNO2, DFT ωB97M-V/def2-TZVPD
C -0.09 -1.34 0.47
N 0.06 1.11 -0.53
O -1.18 -1.76 0.48
O 0.32 2.00 0.37
F 0.95 -1.77 1.21
H -0.90 0.97 -0.70
H 0.85 0.79 -1.31
```

Summary:
E_HOMO (spin up / spin down)	-10.0 / -9.4	eV
spin multiplicity	1
charge	0
E_LUMO (spin up / spin down)	-0.0020 / -0.0496	hartree

***

#iii
ORCA calculation (ωB97M-V/def2-TZVPD) on a single CH2FNO2 molecule.

The geometry in XYZ format:
```
7
CH2FNO2, DFT ωB97M-V/def2-TZVPD
O -1.55 -0.55 0.43
N -0.81 0.30 0.03
O -1.13 1.40 -0.36
C 0.58 -0.12 -0.07
F 0.57 -1.35 -0.58
H 1.38 0.51 -0.54
H 0.96 -0.19 1.08
```

Summary:
E_HOMO	-11.6	eV
spin multiplicity	1
charge	0
structure (SMILES)	O=[N+]([O-])CF
E_LUMO	-0.0060	hartree

***

Result of the stability comparison: #i is the least stable of them.

***

#i
ORCA calculation (ωB97M-V/def2-TZVPD) on 2 unconnected molecules or ions with the total composition C6H14N2O2S.

The geometry in XYZ format:
```
25
C6H14N2O2S, DFT ωB97M-V/def2-TZVPD
C -1.79 0.76 -1.07
C -0.92 1.63 -0.19
C -0.79 -0.38 -0.80
C -1.56 2.39 0.96
C -1.17 -1.79 -0.61
C 3.61 -1.66 0.65
N -0.24 0.40 0.28
N 3.67 -0.19 0.49
O 2.88 1.97 -0.72
O 2.08 -0.29 -1.50
S 2.38 0.63 -0.35
H -2.80 0.71 -0.64
H -1.96 1.01 -2.11
H -0.39 2.34 -0.77
H -0.09 -0.32 -1.61
H -0.83 2.71 1.68
H -2.32 1.75 1.36
H -1.89 3.50 0.58
H -2.08 -1.74 -0.06
H -0.31 -2.24 -0.08
H -1.17 -2.25 -1.64
H 2.93 -2.02 -0.16
H 4.64 -2.18 0.67
H 3.13 -1.92 1.64
H 4.11 0.33 1.21
```

Summary:
E_HOMO (spin up / spin down)	-9.2 / -9.1	eV
spin multiplicity	1
charge	0
E_LUMO (spin up / spin down)	-0.0715 / -0.0220	hartree

***

#ii
ORCA calculation (ωB97M-V/def2-TZVPD) on 2 unconnected molecules or ions with the total composition C6H14N2O2S.

The geometry in XYZ format:
```
25
C6H14N2O2S, DFT ωB97M-V/def2-TZVPD
C 1.34 0.11 2.61
C -2.23 0.34 -0.80
C -2.22 -2.21 -0.59
C 2.18 2.51 -0.83
C -0.29 -1.07 0.01
C -1.73 -0.87 0.00
N 1.73 0.26 1.25
N 0.84 0.63 0.35
O 0.17 0.00 2.97
O 2.60 0.00 -1.32
S 1.47 0.90 -1.20
H 2.17 0.14 3.25
H -1.91 1.16 -0.21
H -1.77 0.31 -1.80
H -3.29 0.18 -0.90
H -3.41 -2.04 -0.62
H -1.82 -3.09 0.04
H -1.84 -2.30 -1.55
H 3.12 2.51 -1.48
H 2.37 2.51 0.27
H 1.72 3.36 -1.37
H 0.10 -1.57 0.93
H 0.18 -1.32 -0.99
H -2.17 -0.76 0.98
H 2.71 0.29 1.00
```

Summary:
E_HOMO	-8.1	eV
spin multiplicity	1
charge	0
E_LUMO	0.0250	hartree

***

Result of the stability comparison: #i is the least stable of them.